No. 1
Density functional theory data (ωB97M-V/def2-TZVPD) for a molecular structure, C3H8NO2S2 in a non-equilibrium geometry.

Last column: Löwdin charge in e.
Atoms and positions in Å:
H: -2.96 -1.07 -1.77  0.14
C: -0.44 0.20 0.40  -0.25
H: -0.11 -1.70 -0.33  0.17
H: 1.10 -1.11 0.69  0.09
H: -0.40 -1.69 1.32  0.18
S: 2.16 0.84 0.15  0.80
H: 1.95 1.56 1.24  -0.11
C: -2.30 -0.17 -0.18  -0.84
H: 0.49 0.53 -1.52  0.09
C: 0.44 0.96 -0.53  -0.46
N: 0.06 -1.19 0.54  0.16
S: -3.48 1.05 0.19  1.03
H: -0.59 0.66 1.37  0.14
O: -2.14 -0.90 -1.29  0.05
H: 0.16 2.01 -0.61  0.10
O: -3.08 -0.50 0.86  -0.30

Computed properties:
Highest occupied orbital energy ... -13.214 eV
LUMO ... -3.903 eV
Maximum force ... 0.09129 Eh/bohr
Net charge ... +1
Gap between HOMO and LUMO ... 9.3 eV
Molar mass ... 154.24 g mol⁻¹
Relative energy (zero: lowest compared OMol25 entry of this formula, charge and spin) ... 76.2 kcal/mol



No. 2
Density functional theory data (ωB97M-V/def2-TZVPD) for C3H8N2O2 in the gas phase.

Last column: Löwdin charge in e.
Atoms and positions in Å:
H: 0.18 -1.03 1.82  0.12
H: 2.26 -0.27 -0.12  0.09
C: -1.27 -0.85 0.19  -0.18
H: 0.21 -1.37 -1.17  0.11
C: 0.47 0.55 -0.56  -0.69
O: 0.21 0.80 0.83  -0.06
O: 0.17 1.72 -1.25  0.05
N: 1.84 0.27 -0.87  0.13
H: 2.34 1.15 -0.95  0.09
H: -1.15 0.11 2.18  0.12
H: -0.68 2.02 -0.91  0.11
H: -1.50 -1.92 0.28  0.12
H: -2.21 -0.31 0.05  0.11
C: -0.51 -0.28 1.39  -0.18
N: -0.37 -0.58 -0.92  0.05

Computed properties:
Highest occupied orbital energy ... -9.443 eV
LUMO ... 0.866 eV
Maximum force ... 0.00496 Eh/bohr
Gap between HOMO and LUMO ... 10.3 eV
Molar mass ... 104.11 g mol⁻¹
SMILES string ... N[C@@]1(O)NCCO1
Relative energy (zero: lowest compared OMol25 entry of this formula, charge and spin) ... 24.0 kcal/mol



No. 3
Density functional theory data (ωB97M-V/def2-TZVPD) for a molecular structure, C32H43F3FeN4O2SSi3.

Last column: Mulliken spin population.
Atoms and positions in Å:
H: -0.55 5.54 1.35  0.00
H: -2.21 2.82 3.21  0.00
C: 0.09 3.54 -2.19  0.00
H: -2.78 4.36 -1.81  0.00
H: -0.89 5.10 -0.31  0.00
H: 1.61 2.05 1.82  -0.01
C: -1.26 -1.67 1.96  0.05
H: -2.65 3.51 -3.33  0.00
N: 1.97 0.58 -1.02  0.08
C: -1.08 4.83 0.72  0.02
O: 6.25 3.19 -1.14  0.00
Si: -0.58 3.09 1.27  -0.03
C: -1.51 -2.02 4.31  0.00
H: 0.28 0.72 3.54  0.00
C: -1.18 3.12 3.06  0.00
F: -1.92 -4.52 1.90  0.00
H: 1.09 3.32 -1.84  0.00
H: -3.41 -0.56 -1.07  0.00
Si: -1.30 2.40 -1.62  -0.03
F: -2.71 -4.41 3.90  0.00
H: 5.17 -0.19 1.32  0.00
H: 0.06 -2.18 -2.12  0.00
H: -2.00 1.54 -4.52  0.00
C: -2.53 -3.71 2.77  0.00
H: 0.95 -2.42 2.21  0.00
C: -2.78 3.36 -2.26  0.01
C: 4.21 1.31 -0.60  -0.01
N: 1.88 -0.90 1.17  0.03
C: 3.06 -0.33 0.90  -0.02
C: 4.21 -1.67 2.51  0.00
C: 3.17 1.84 -2.67  0.00
H: 5.57 -3.16 3.18  0.00
C: 3.08 0.59 -0.26  0.02
H: -0.56 2.57 3.77  0.00
C: 1.88 -1.91 2.05  0.01
H: 5.06 1.36 0.06  0.00
C: -3.93 0.39 -0.90  0.01
H: -0.56 -0.52 5.54  0.00
H: -4.61 0.66 2.26  0.00
C: -1.27 1.74 0.14  0.31
H: -3.56 -0.69 1.91  0.00
F: -3.74 -3.43 2.27  0.00
C: -1.32 -0.49 -4.70  0.00
C: -0.78 -0.86 4.54  0.01
H: 5.24 3.51 -2.94  0.00
C: 2.05 1.16 -2.22  0.01
H: 3.16 2.29 -3.65  0.00
H: -3.85 3.77 0.10  0.00
H: -5.14 2.73 0.68  0.00
N: -0.62 -0.23 -2.04  0.04
C: -0.33 -0.16 3.44  0.03
H: 1.19 1.10 -2.86  0.00
H: 1.78 3.04 0.37  0.01
H: -1.89 -2.60 5.14  0.00
H: 7.36 -1.65 3.18  0.00
C: -0.39 -1.38 -2.69  0.02
N: -0.60 -0.53 2.19  -0.06
C: 5.45 -2.08 3.25  0.00
C: -1.18 0.82 -2.68  0.01
C: 1.29 2.98 1.34  0.05
C: 4.23 -0.67 1.56  0.00
C: 4.27 1.96 -1.83  0.00
H: -0.12 4.58 -1.93  0.00
C: -0.73 -1.55 -4.02  0.01
H: 1.67 3.80 1.96  0.00
Fe: -0.05 -0.04 0.04  4.15
H: 5.31 -1.82 4.31  0.00
C: 3.01 -2.33 2.73  0.00
Si: -3.11 1.35 0.50  -0.01
H: -3.76 2.93 -2.10  0.00
S: -1.36 -2.02 0.26  0.22
H: 5.83 3.99 -0.79  0.00
O: 6.56 -1.40 2.71  0.00
C: 5.51 2.71 -2.24  0.00
H: -1.11 4.17 3.37  0.00
C: -1.74 -2.45 3.02  0.01
H: -4.00 0.91 -1.85  0.00
H: 2.93 -3.16 3.41  0.00
C: -3.57 0.39 2.06  0.01
H: -4.94 0.15 -0.58  0.00
H: -2.99 0.65 2.94  0.00
H: -2.14 4.97 0.91  0.00
H: 0.10 3.50 -3.29  0.00
C: -4.08 2.95 0.78  0.02
H: -0.53 -2.50 -4.51  0.00
H: -1.61 -0.59 -5.73  0.00
H: -3.93 3.31 1.80  0.00
H: 6.17 2.02 -2.77  0.00
C: -1.54 0.70 -4.02  0.00

Computed properties:
Highest occupied orbital energy (spin up / spin down) ... -10.857 / -10.959 eV
LUMO (spin up / spin down) ... -3.085 / -3.861 eV
Maximum force ... 0.00960 Eh/bohr
Net charge ... +1
Gap between HOMO and LUMO (spin up / spin down) ... 7.8 / 7.1 eV
Molar mass ... 744.89 g mol⁻¹
2S+1 ... 6
Relative energy (zero: lowest compared OMol25 entry of this formula, charge and spin) ... 4.4 kcal/mol



No. 4
Density functional theory data (ωB97M-V/def2-TZVPD) for 9 unconnected molecules or ions with the total composition C24H54O15S6 in a non-equilibrium geometry.

Last column: Löwdin charge in e.
Atoms and positions in Å:
H: 10.26 -10.21 11.29  0.06
H: 5.87 -8.62 7.90  0.14
S: 8.89 -11.34 6.56  0.85
H: 10.28 -13.01 1.66  0.15
H: 5.48 -9.06 5.55  0.03
O: 7.93 -6.43 10.95  0.11
H: 4.63 -10.23 4.65  0.03
H: 9.66 -15.83 11.52  0.14
H: 7.24 -15.28 6.99  0.07
C: 9.19 -10.02 11.17  -0.25
O: 13.35 -17.44 12.10  0.10
H: 10.12 -7.25 8.45  0.05
C: 11.59 -6.77 11.04  -0.26
H: 11.05 -8.71 9.14  0.03
C: 10.11 -13.68 2.50  -0.15
H: 11.27 -9.34 1.10  0.05
O: 11.25 -14.38 5.61  0.09
H: 8.57 -6.21 6.63  0.09
H: 11.84 -7.76 11.39  0.03
H: 7.88 -7.93 2.41  0.05
S: 12.36 -6.69 9.36  0.87
H: 8.98 -9.67 10.16  0.01
C: 7.49 -6.21 6.50  0.01
H: 8.94 -16.47 2.51  0.06
O: 11.03 -15.46 3.64  0.14
H: 7.51 -8.46 7.59  0.09
H: 8.48 -14.26 6.17  0.02
O: 13.02 -7.75 2.98  -0.57
H: 8.00 -9.65 2.71  0.04
H: 5.67 -6.32 7.57  0.16
O: 11.43 -16.19 12.47  0.06
O: 7.18 -7.92 9.51  0.10
S: 5.84 -8.73 3.19  0.89
H: 10.61 -8.55 2.43  0.04
H: 11.86 -14.18 10.39  0.15
O: 7.59 -16.68 4.64  -0.54
H: 6.72 -13.69 6.36  0.04
O: 8.85 -12.67 10.94  -0.58
H: 10.41 -14.41 12.30  0.12
C: 10.61 -15.08 2.34  -0.31
C: 11.07 -7.78 8.59  -0.25
H: 10.52 -6.58 11.04  0.04
C: 12.18 -9.72 4.73  -0.25
H: 8.89 -9.24 11.87  0.05
H: 12.13 -6.21 11.80  0.05
O: 8.96 -9.82 6.37  -0.59
S: 8.17 -11.50 11.60  0.88
H: 9.92 -16.89 1.21  0.09
H: 11.46 -14.98 1.67  0.16
H: 8.87 -15.52 1.07  0.09
C: 5.61 -9.78 4.74  -0.22
H: 7.22 -6.75 5.59  0.05
H: 10.51 -11.48 8.50  0.04
H: 8.22 -8.48 4.05  0.05
H: 8.35 -10.63 13.81  0.05
H: 10.41 -16.58 8.92  0.09
H: 7.84 -12.44 8.58  0.04
H: 11.16 -9.38 4.91  0.03
O: 12.44 -16.07 10.51  0.06
H: 5.15 -16.35 5.72  0.06
C: 7.42 -6.73 9.87  -0.60
H: 6.76 -11.41 7.58  0.04
C: 10.45 -11.81 7.46  -0.22
H: 9.73 -14.95 8.91  0.06
H: 12.91 -9.32 5.43  0.06
C: 7.66 -8.71 3.14  -0.28
C: 7.43 -14.51 6.24  -0.26
H: 11.38 -8.02 7.57  0.03
C: 10.63 -15.53 9.09  0.00
C: 10.59 -15.29 11.68  -0.08
S: 12.74 -9.27 3.02  0.84
H: 9.80 -11.50 13.65  0.07
C: 11.09 -14.37 4.38  -0.51
H: 10.66 -12.86 7.66  0.03
C: 7.75 -11.51 8.02  -0.24
H: 9.04 -13.81 2.61  0.11
H: 7.16 -5.21 6.22  0.09
C: 9.57 -16.00 1.75  -0.01
H: 12.24 -10.80 4.64  0.03
O: 10.67 -13.27 3.69  0.05
H: 4.85 -15.78 4.01  0.04
C: 11.13 -9.47 2.18  -0.27
H: 6.38 -10.52 4.93  0.03
H: 8.01 -10.69 8.69  0.02
C: 5.28 -15.56 4.98  -0.23
C: 11.37 -15.15 10.42  -0.31
H: 10.59 -10.39 2.41  0.04
C: 6.71 -6.59 7.76  -0.34
C: 8.76 -11.52 13.33  -0.27
C: 12.43 -16.70 11.73  -0.49
O: 12.16 -5.24 8.81  -0.58
S: 7.09 -15.30 4.63  0.81
O: 5.60 -7.31 3.77  -0.60
O: 7.23 -5.92 8.84  0.13
H: 4.86 -14.64 5.39  0.04
H: 11.34 -11.43 6.96  0.04
H: 8.20 -12.30 13.83  0.05
H: 11.32 -15.26 8.29  0.07
C: 6.72 -8.02 8.20  -0.11

Computed properties:
Highest occupied orbital energy ... -8.896 eV
LUMO ... -0.359 eV
Maximum force ... 0.10328 Eh/bohr
Gap between HOMO and LUMO ... 8.5 eV
Molar mass ... 775.08 g mol⁻¹
Relative energy (zero: lowest compared OMol25 entry of this formula, charge and spin) ... 59.0 kcal/mol



One value per record, in order, for energy: -30486.831, -10315.911, -120944.400, -121480.649 eV.